1.
Molecular formula: C4H11ClNPS2
Method: DFT, ωB97M-V with the def2-TZVPD basis set

Values from the calculation:
Structure (SMILES)   CC[C@@H](C)S[P@](N)(=S)Cl
Kohn-Sham gap   9.6 eV
Energy above the lowest of the compared OMol25 structures with the same formula, charge and spin   29.9 kcal/mol
2S+1   1

```
20
C4H11ClNPS2 (ωB97M-V with the def2-TZVPD basis set)
C -1.556 -1.628 -0.953
C -0.136 -1.189 -1.600
C 0.608 -0.454 -0.545
C 2.144 -0.249 -0.801
S -0.130 1.233 -0.276
P -0.646 1.216 1.755
N -0.207 2.724 2.232
S 0.005 -0.221 2.904
Cl -2.822 1.407 1.605
H -2.111 -1.394 -1.965
H -1.458 -2.702 -0.684
H -1.815 -0.940 -0.178
H -0.288 -0.459 -2.445
H 0.447 -2.044 -1.952
H 0.317 -1.075 0.444
H 2.584 0.500 -1.477
H 2.775 -1.168 -1.014
H 2.558 0.122 0.214
H -0.039 2.793 3.185
H -0.231 3.528 1.551
```

natural (NBO) population analysis, charges in e, atoms 1 to 4: -0.626, -0.421, -0.314, -0.659


2.
Molecular formula: C38H110N10O2
Method: DFT, ωB97M-V with the def2-TZVPD basis set

Values from the calculation:
Expectation value of S²   0.751
Kohn-Sham gap (alpha / beta)   2.9 / 7.6 eV
Total charge   +1
2S+1   2

```
160
C38H110N10O2 (ωB97M-V with the def2-TZVPD basis set)
N 16.555 2.570 -37.319
H 17.486 2.749 -36.971
H 16.569 1.784 -37.952
H 16.232 3.403 -37.790
H 15.995 2.433 -36.489
N 13.531 5.360 -30.106
H 13.450 6.267 -30.544
H 14.230 5.269 -29.383
H 13.822 4.626 -30.736
H 12.665 5.057 -29.685
N 17.183 3.381 -33.043
H 17.786 2.662 -32.669
H 16.436 3.598 -32.399
H 16.691 2.985 -33.831
H 17.578 4.240 -33.399
N 13.840 5.013 -34.808
H 13.522 5.458 -33.959
H 13.068 4.623 -35.331
H 14.435 4.256 -34.504
H 14.323 5.706 -35.362
O 14.707 3.622 -31.933
C 14.028 2.556 -32.473
C 14.369 1.818 -33.941
O 15.140 2.500 -34.968
H 12.992 2.885 -32.550
H 14.007 1.823 -31.666
H 13.419 1.556 -34.406
H 14.954 0.946 -33.649
C 14.241 0.272 -28.539
C 14.781 -0.905 -27.803
N 14.084 -2.143 -28.213
C 14.280 -3.242 -27.287
C 15.748 -3.651 -27.074
C 14.379 -2.531 -29.623
C 13.303 -2.018 -30.577
H 14.487 1.191 -28.009
H 13.154 0.238 -28.618
H 14.585 0.463 -29.556
H 15.858 -1.000 -27.940
H 14.567 -0.714 -26.752
H 13.884 -2.949 -26.315
H 13.614 -4.044 -27.607
H 16.200 -3.625 -28.066
H 16.360 -2.953 -26.503
H 15.796 -4.624 -26.584
H 14.440 -3.618 -29.595
H 15.352 -2.200 -29.985
H 13.019 -0.966 -30.538
H 12.377 -2.526 -30.307
H 13.496 -2.340 -31.600
C 19.686 -0.501 -33.473
C 18.606 0.560 -33.334
N 18.677 1.279 -32.025
C 19.885 2.115 -31.794
C 19.852 3.174 -30.688
C 18.421 0.471 -30.855
C 17.103 -0.229 -30.914
H 19.782 -0.845 -34.503
H 19.383 -1.423 -32.976
H 20.682 -0.188 -33.160
H 18.627 1.213 -34.207
H 17.574 0.212 -33.362
H 20.183 2.707 -32.660
H 20.669 1.382 -31.609
H 20.754 3.781 -30.764
H 19.732 2.778 -29.679
H 19.010 3.860 -30.780
H 19.264 -0.210 -30.741
H 18.423 1.239 -30.081
H 16.924 -0.804 -30.005
H 16.289 0.463 -31.132
H 17.197 -0.974 -31.705
C 10.998 -4.083 -34.897
C 11.890 -2.973 -35.632
N 11.302 -1.693 -35.149
C 11.835 -1.326 -33.840
C 10.907 -0.416 -33.112
C 11.504 -0.736 -36.186
C 10.439 -0.833 -37.284
H 9.957 -4.087 -35.218
H 11.178 -3.991 -33.826
H 11.346 -5.088 -35.135
H 12.934 -3.120 -35.355
H 11.698 -3.177 -36.686
H 11.907 -2.251 -33.268
H 12.780 -0.804 -33.985
H 10.724 0.473 -33.716
H 9.938 -0.886 -32.948
H 11.332 -0.059 -32.173
H 12.526 -0.630 -36.551
H 11.310 0.274 -35.826
H 10.502 0.036 -37.938
H 9.394 -0.949 -36.998
H 10.611 -1.672 -37.958
C 10.973 2.201 -27.558
C 11.936 3.018 -28.445
N 11.315 4.260 -28.832
C 11.200 5.180 -27.686
C 10.811 6.634 -28.027
C 10.124 4.110 -29.693
C 10.214 3.269 -30.958
H 11.669 1.630 -26.944
H 10.410 1.498 -28.172
H 10.271 2.734 -26.917
H 12.876 3.142 -27.907
H 12.184 2.523 -29.384
H 10.411 4.902 -26.988
H 12.110 5.134 -27.088
H 11.497 7.067 -28.755
H 9.825 6.620 -28.492
H 10.750 7.160 -27.074
H 9.953 5.107 -30.099
H 9.215 3.758 -29.204
H 10.857 3.810 -31.652
H 9.277 3.151 -31.501
H 10.465 2.266 -30.613
C 13.985 0.729 -39.108
C 15.235 -0.022 -39.574
N 16.122 -0.025 -38.392
C 17.460 -0.596 -38.870
C 18.487 -0.332 -37.773
C 15.685 -0.512 -37.018
C 15.510 -2.031 -36.718
H 14.412 1.603 -38.617
H 13.455 0.120 -38.375
H 13.321 1.081 -39.897
H 15.139 -1.067 -39.866
H 15.690 0.651 -40.301
H 17.458 -1.682 -38.968
H 17.667 -0.190 -39.860
H 19.456 -0.713 -38.094
H 18.700 0.729 -37.645
H 18.257 -0.796 -36.813
H 14.721 -0.110 -36.707
H 16.239 0.031 -36.252
H 16.449 -2.557 -36.887
H 14.659 -2.420 -37.277
H 15.359 -2.225 -35.656
C 10.424 6.899 -35.590
C 10.521 5.808 -36.649
N 10.976 4.427 -36.287
C 11.219 3.509 -37.397
C 12.535 3.873 -38.106
C 10.403 3.762 -35.097
C 9.091 3.041 -35.285
H 11.360 7.333 -35.238
H 9.896 6.535 -34.709
H 9.825 7.739 -35.944
H 9.525 5.770 -37.090
H 11.121 6.293 -37.419
H 10.409 3.700 -38.100
H 11.086 2.461 -37.129
H 12.417 4.870 -38.529
H 12.576 3.242 -38.994
H 13.379 3.751 -37.427
H 11.121 3.075 -34.647
H 10.258 4.449 -34.263
H 8.286 3.772 -35.366
H 8.946 2.426 -36.173
H 8.905 2.457 -34.383
```

Löwdin population analysis, charges in e, atoms 1 to 4: 0.279, 0.094, 0.060, 0.094


3.
Molecular formula: C3H9NO2S
Method: DFT, ωB97M-V with the def2-TZVPD basis set

Values from the calculation:
Structure (SMILES)   C=CNC.OSO
Kohn-Sham gap   8.4 eV
Energy above the lowest of the compared OMol25 structures with the same formula, charge and spin   94.6 kcal/mol
2S+1   1

```
16
C3H9NO2S (ωB97M-V with the def2-TZVPD basis set)
C 0.276 0.968 -0.701
C 1.131 0.460 0.189
N 2.343 -0.167 -0.073
C 2.593 -1.309 0.763
H -0.680 1.315 -0.353
H 0.658 0.998 -1.675
H 0.720 0.377 1.204
H 2.724 -0.126 -0.950
H 1.551 -1.663 1.026
H 3.060 -2.108 0.358
H 3.205 -1.049 1.721
O -3.503 0.857 -1.628
S -4.220 0.130 -0.238
O -3.109 0.241 0.985
H -3.494 0.166 -2.263
H -3.253 0.909 1.634
```

natural (NBO) population analysis, charges in e, atoms 1 to 4: -0.512, 0.014, -0.635, -0.395


4.
Molecular formula: C10H26InN2O3
Method: DFT, ωB97M-V with the def2-TZVPD basis set

Values from the calculation:
Kohn-Sham gap   4.1 eV
Total charge   +3
Energy above the lowest of the compared OMol25 structures with the same formula, charge and spin   28.7 kcal/mol
2S+1   1

```
42
C10H26InN2O3 (ωB97M-V with the def2-TZVPD basis set)
In -0.811 -0.815 -2.808
C -3.794 -1.149 -0.784
O -2.429 -1.555 -0.693
C -2.020 -1.903 0.606
C -0.630 -2.458 0.454
N 0.216 -1.479 -0.195
C 1.609 -1.829 -0.314
C 2.439 -0.706 -0.903
O 1.855 -0.352 -2.134
C 2.593 0.670 -2.842
H -4.459 -1.979 -0.522
H -3.988 -0.836 -1.807
H -4.016 -0.315 -0.107
H -2.682 -2.632 1.090
H -2.054 -1.011 1.257
H -0.668 -3.385 -0.139
H -0.194 -2.753 1.426
H 0.149 -0.539 0.380
H 1.766 -2.798 -0.793
H 1.968 -1.924 0.736
H 3.464 -1.071 -1.033
H 2.450 0.162 -0.232
H 3.650 0.390 -2.857
H 2.505 1.619 -2.305
H 2.230 0.720 -3.863
C -0.201 3.641 0.209
C 0.248 2.175 0.203
C 0.165 1.583 1.617
O 0.648 0.214 1.600
C 0.593 -0.420 2.888
N -0.607 1.366 -0.687
H -0.182 4.048 -0.800
H 0.421 4.249 0.869
H -1.223 3.720 0.592
H 1.305 2.035 -0.040
H -0.841 1.636 2.051
H 0.869 2.122 2.262
H 1.231 0.133 3.585
H 1.007 -1.421 2.772
H -0.430 -0.441 3.272
H -0.564 1.832 -1.593
H -1.588 1.454 -0.420
```

natural (NBO) population analysis, charges in e, atoms 1 to 4: 1.232, -0.274, -0.564, -0.087


5.
Molecular formula: H32O16
Method: DFT, ωB97M-V with the def2-TZVPD basis set

Values from the calculation:
Kohn-Sham gap   10.2 eV
Energy above the lowest of the compared OMol25 structures with the same formula, charge and spin   125.3 kcal/mol
2S+1   1

```
48
H32O16 (ωB97M-V with the def2-TZVPD basis set)
O 1.801 0.356 -2.662
H 1.250 1.171 -2.685
H 1.978 0.096 -1.720
O -3.183 -0.195 1.622
H -3.281 -0.313 2.564
H -2.602 0.542 1.561
O -0.336 -0.176 -0.271
H -0.046 0.757 -0.162
H -0.359 -0.591 0.629
O 2.455 -1.687 1.805
H 2.202 -1.105 1.128
H 3.186 -2.185 1.339
O 2.912 0.312 -0.193
H 3.026 1.196 -0.644
H 3.418 -0.371 -0.519
O 0.831 2.749 -0.345
H 0.161 2.645 -0.963
H 1.593 2.839 -0.924
O 1.537 -2.132 -1.007
H 0.810 -1.572 -0.816
H 1.539 -2.987 -0.614
O -2.999 0.301 -1.225
H -3.118 -0.073 -2.078
H -2.088 0.129 -1.001
O -0.984 -0.414 -3.216
H -0.074 -0.181 -3.178
H -1.055 -0.915 -4.020
O -1.557 -2.591 -1.844
H -1.643 -1.630 -1.957
H -1.702 -2.881 -2.725
O -0.828 2.344 -2.425
H -1.151 3.232 -2.322
H -1.591 2.025 -2.858
O -0.296 -0.949 2.230
H 0.452 -0.954 2.803
H -0.967 -1.416 2.756
O 0.519 -3.826 1.026
H 0.496 -3.087 1.652
H -0.363 -3.987 0.726
O -1.969 2.413 1.382
H -2.580 2.710 0.697
H -1.308 3.075 1.569
O 1.844 1.261 2.183
H 2.155 0.649 1.545
H 2.623 1.542 2.619
O -0.537 1.410 3.797
H -0.496 0.685 3.129
H 0.330 1.763 3.628
```

natural (NBO) population analysis, charges in e, atoms 1 to 4: -0.989, 0.473, 0.502, -0.944